Computed, not measured: C3H2Cl2OS2 as an isolated structure, with ωB97M-V/def2-TZVPD.

Structure (XYZ):
```
10
Properties=species:S:1:pos:R:3:forces:R:3
C 1.158 -0.676 -0.221 1.11 4.14 4.14
C 0.325 0.558 0.249 2.28 0.87 -2.16
C -1.137 0.191 0.037 0.62 0.97 -0.70
O 0.547 -1.527 -0.823 -4.24 -4.39 -1.10
S 2.687 -0.802 0.319 1.23 -0.20 -0.42
S -1.329 -1.520 0.475 1.81 -0.28 -1.28
Cl -2.290 1.213 0.889 -0.04 -0.19 0.48
Cl -1.442 0.339 -1.701 -0.50 0.36 -0.67
H 0.677 0.847 1.227 -0.53 -0.18 0.53
H 0.804 1.377 -0.450 -1.75 -1.10 1.17
```
Positions in Å, forces in eV/Å.

Properties
HOMO-LUMO gap (alpha / beta): 5.30 / 5.31 eV
electronic energy: -51902.5408 eV
LUMO level (alpha / beta): -0.1371 / -0.1368 Eh
HOMO level (alpha / beta): -9.025 / -9.031 eV

Results of the Löwdin charge analysis, in e, for atoms 1 through 6: -1.12, -0.34, -1.60, -0.14, 0.76, 0.94



Computed, not measured: C19H23CoN9O9P2 as an isolated structure, with ωB97M-V/def2-TZVPD.

Structure (XYZ):
```
63
Properties=species:S:1:pos:R:3:forces:R:3
Co -0.256 0.114 -0.734 0.26 -0.35 0.14
N -1.220 -0.011 3.362 0.06 -0.01 0.01
C -1.329 0.003 2.036 -0.10 -0.06 -0.02
N -0.313 0.109 1.233 0.05 0.12 -0.09
C 0.963 0.274 1.752 -0.03 -0.02 0.12
N 1.980 0.499 0.978 0.01 0.00 -0.09
N 1.556 0.519 -0.322 -0.25 0.12 0.10
C 2.375 0.631 -1.287 -0.01 0.05 -0.07
C 1.735 0.606 -2.605 0.05 0.02 0.07
C 2.383 0.869 -3.798 -0.02 0.00 -0.01
C 1.637 0.873 -4.968 0.02 0.00 0.01
C 0.277 0.619 -4.908 -0.01 0.00 -0.01
C -0.301 0.352 -3.675 0.00 0.00 -0.02
N 0.417 0.331 -2.560 -0.01 -0.02 -0.08
C 1.144 0.202 3.196 0.01 0.00 -0.04
C 2.402 0.274 3.800 -0.01 0.00 -0.02
C 2.516 0.198 5.170 0.00 0.00 0.01
C 1.372 0.049 5.959 0.01 0.00 0.00
C 0.124 -0.024 5.380 0.01 0.00 0.00
C 0.015 0.051 3.993 -0.05 0.00 0.01
H -2.055 -0.141 3.909 -0.01 0.01 -0.01
H -2.318 -0.105 1.614 0.00 -0.01 0.01
H 3.441 0.754 -1.137 0.00 -0.01 -0.01
H 3.441 1.089 -3.797 0.00 0.01 -0.02
H 2.112 1.088 -5.916 0.00 0.00 0.00
H -0.336 0.633 -5.797 0.00 0.00 0.00
H -1.358 0.155 -3.551 0.00 0.00 0.01
H 3.269 0.388 3.165 0.01 0.00 0.01
H 3.489 0.252 5.638 0.00 0.00 0.00
H 1.463 -0.010 7.035 0.00 0.00 0.00
H -0.765 -0.140 5.988 -0.01 0.00 -0.01
N -1.139 -3.723 -1.837 0.03 0.06 0.02
C -1.604 -3.449 -0.416 0.02 0.08 0.09
C -2.333 -4.649 0.153 -0.01 -0.03 -0.01
P 0.010 -3.060 0.435 -0.05 -0.05 -0.02
O 0.753 -4.500 0.183 -0.03 0.06 0.04
O -0.190 -2.838 1.881 -0.02 0.01 0.00
O 0.656 -2.097 -0.513 0.08 -0.01 -0.04
P -2.691 -1.964 -0.608 0.08 -0.03 -0.13
O -3.726 -2.578 -1.714 0.02 0.06 0.04
O -3.403 -1.635 0.641 0.01 -0.03 0.02
O -1.831 -0.992 -1.374 -0.27 0.11 0.07
H -0.493 -4.516 -1.846 -0.03 -0.02 -0.01
H -0.618 -2.874 -2.110 0.01 -0.04 -0.01
H -1.932 -3.872 -2.463 -0.01 -0.01 0.01
H -1.691 -5.532 0.177 0.01 0.00 0.00
H -3.235 -4.882 -0.418 0.00 0.01 0.00
H -2.626 -4.410 1.173 0.00 0.00 0.00
H 0.805 -4.969 1.024 0.02 -0.04 -0.01
H -4.623 -2.529 -1.364 -0.02 -0.04 -0.03
N 0.406 4.291 -1.659 -0.18 -0.15 0.21
C 0.431 5.549 -1.178 0.02 0.03 0.01
C 1.585 5.670 -0.441 -0.01 -0.03 0.00
C 2.174 4.392 -0.509 0.04 0.03 -0.07
N 1.447 3.560 -1.238 0.09 -0.01 -0.04
H -0.408 3.806 -2.016 0.00 0.02 -0.04
H -0.372 6.238 -1.374 -0.01 -0.01 -0.01
H 1.941 6.540 0.082 0.00 0.00 -0.01
H 3.087 4.044 -0.051 0.01 0.02 -0.02
O -2.258 2.316 0.751 0.11 0.08 0.07
N -2.059 2.638 -0.421 -0.46 -0.26 -0.18
O -2.468 3.698 -0.896 0.20 0.06 0.06
O -1.455 1.828 -1.208 0.36 0.27 -0.01
```
Positions in Å, forces in eV/Å.

Properties
HOMO-LUMO gap (alpha / beta): 7.59 / 7.54 eV
spin multiplicity: 2
electronic energy: -108123.4846 eV
LUMO level (alpha / beta): -0.0208 / -0.0206 Eh
expectation value of S²: 0.769
HOMO level (alpha / beta): -8.150 / -8.100 eV

Results of the Löwdin charge analysis, in e, for atoms 1 through 6: 0.53, 0.17, -0.11, 0.08, -0.24, 0.14



Energy above the lowest of the compared OMol25 structures with the same formula, charge and spin / kcal per mole: 70.27 13.60